# 1
Molecular formula: C7H7N
Method: DFT, ωB97M-V/def2-TZVPD

Highest occupied orbital energy, Ha: -0.352
Calculated total energy, hartree: -325.54905
Relative energy (zero: lowest compared OMol25 entry of this formula, charge and spin), eV: 2.984
Structure (SMILES): c1ccncc1.C#C
Frontier orbital gap, eV: 10.45

Positions of all 15 atoms, in Å:
N: -1.116 -1.850 0.286
C: 0.047 3.312 -3.131
C: 0.518 3.094 -2.033
C: 0.120 -2.336 0.433
C: -0.429 0.174 1.447
C: 1.236 -1.523 0.732
C: 0.894 -0.296 1.374
C: -1.296 -0.678 0.805
H: -0.868 1.164 1.756
H: 0.257 -3.295 0.261
H: 1.619 0.469 1.662
H: 0.851 2.874 -1.060
H: -2.282 -0.239 0.917
H: -0.370 3.569 -4.071
H: 2.067 -2.069 0.769

Atom charges from the Löwdin analysis, given in e for atoms 1 to 5:
1. N 0.079
2. C -0.002
3. C -0.004
4. C -0.118
5. C -0.079

***

# 2
Molecular formula: C7H7N
Method: DFT, ωB97M-V/def2-TZVPD

Highest occupied orbital energy, Ha: -0.333
Calculated total energy, hartree: -325.49114
Relative energy (zero: lowest compared OMol25 entry of this formula, charge and spin), eV: 4.559
Structure (SMILES): c1ccncc1.C#C
Frontier orbital gap, eV: 9.88

Positions of all 15 atoms, in Å:
N: -0.916 0.048 -0.299
C: 0.020 -3.011 -0.267
C: 0.014 0.304 -1.120
C: 1.116 1.565 0.591
C: -0.409 -1.984 -0.639
C: -0.980 0.485 0.945
C: 0.070 1.271 1.495
C: 1.068 1.131 -0.738
H: -0.045 1.642 2.521
H: 0.654 -3.667 0.340
H: 1.842 2.278 0.853
H: -0.981 -1.226 -1.039
H: -0.079 0.053 -2.176
H: -1.991 0.299 1.486
H: 1.620 1.729 -1.495

Atom charges from the Löwdin analysis, given in e for atoms 1 to 5:
1. N -0.080
2. C 0.035
3. C -0.226
4. C -0.068
5. C -0.071

***

# 3
Molecular formula: C7H7N2P
Method: DFT, ωB97M-V/def2-TZVPD

Highest occupied orbital energy, Ha: -0.304
Calculated total energy, hartree: -721.71271
Relative energy (zero: lowest compared OMol25 entry of this formula, charge and spin), eV: 0.000
Structure (SMILES): Pn1ccc2ccncc21
Frontier orbital gap, eV: 8.88

Positions of all 17 atoms, in Å:
P: 3.040 0.845 0.020
N: 1.643 -0.092 0.106
N: -1.990 1.644 0.134
C: 1.577 -1.423 0.032
C: -2.052 -0.764 0.032
C: 0.307 -1.920 0.046
C: -0.664 -0.833 0.121
C: -0.655 1.625 0.006
C: -0.023 0.418 0.034
C: -2.677 0.509 -0.002
H: -3.673 0.524 -0.109
H: -0.079 -2.873 0.060
H: 2.487 2.046 0.904
H: 2.546 -2.075 0.024
H: -0.079 2.507 -0.081
H: 2.781 1.621 -1.268
H: -2.489 -1.759 -0.061

Atom charges from the Löwdin analysis, given in e for atoms 1 to 5:
1. P 0.762
2. N -0.398
3. N 0.059
4. C -0.232
5. C -0.002

***

# 4
Molecular formula: C7H7N3O
Method: DFT, ωB97M-V/def2-TZVPD

Highest occupied orbital energy, Ha: -0.334
Calculated total energy, hartree: -510.38677
Relative energy (zero: lowest compared OMol25 entry of this formula, charge and spin), eV: 2.653
Structure (SMILES): N#Cc1nc(C2CC2)oc1N
Frontier orbital gap, eV: 9.71

Positions of all 18 atoms, in Å:
O: 0.261 1.027 -0.231
N: 0.697 -1.191 -0.317
N: 2.419 1.983 0.191
N: 4.070 -1.725 -0.012
C: -2.676 0.293 -0.210
C: 1.657 0.841 -0.020
C: 3.079 -1.165 0.025
C: -0.227 -0.258 -0.384
C: -1.614 -0.631 -0.469
C: 1.881 -0.501 -0.069
C: -2.443 -0.889 0.799
H: -2.096 -0.622 1.793
H: -2.445 1.320 0.026
H: 2.842 2.441 -0.589
H: -3.162 -1.697 0.748
H: 3.134 1.858 0.909
H: -3.504 0.296 -0.965
H: -1.872 -1.378 -1.227

Atom charges from the Löwdin analysis, given in e for atoms 1 to 5:
1. O 0.122
2. N 0.194
3. N 0.129
4. N 0.172
5. C -0.122

***

> frontier orbital gap of number 3 (C7H7N2P)?

8.88 eV

***

> Among the records above, which one has the lowest frontier orbital gap?

C7H7N2P

***

> Number 1 is which compound?

C7H7N